1.
85
Properties=species:S:1:pos:R:3:forces:R:3:lowdin_charge:R:1 method="wB97M-V/def2-TZVPD" charge=+1 lumo_ha="-0.166 / -0.106" homo_energy_ev="-8.971 / -8.885" relative_energy_kcal_mol=13.8
Ga -0.50985 -0.00245 -0.43272 0.196 1.062 2.560 0.45
C -0.33699 4.15865 0.59633 0.960 -0.992 2.503 -0.21
C -1.75022 4.01786 0.41117 -0.155 -0.609 1.007 -0.18
C -1.21471 3.15377 2.47985 -2.165 0.064 -1.484 -0.18
C -0.01082 3.62735 1.87650 0.101 1.203 -3.019 -0.20
C -2.28710 3.38811 1.56837 1.496 -0.145 0.781 -0.22
C 0.62353 4.74527 -0.35332 0.540 0.407 -0.423 -0.06
H 0.24400 4.70540 -1.38248 0.191 0.053 0.158 0.07
H 1.58027 4.20482 -0.31627 -0.177 0.196 -0.126 0.07
H 0.83461 5.80227 -0.11664 -0.015 -0.265 -0.195 0.09
C 1.33443 3.45977 2.45368 0.388 0.137 0.205 -0.03
H 2.06628 4.06229 1.90824 0.007 -0.123 0.175 0.08
H 1.63130 2.40039 2.40514 0.039 0.320 0.070 0.05
H 1.34114 3.76923 3.50752 0.143 -0.057 -0.159 0.08
C -1.26919 2.43254 3.75490 -0.193 -0.175 0.630 -0.03
H -0.72511 2.97554 4.54345 -0.165 -0.190 -0.154 0.09
H -0.79037 1.44679 3.64411 -0.101 0.276 0.085 0.05
H -2.30271 2.28132 4.08336 0.197 0.023 0.047 0.08
C -3.69184 3.00417 1.78499 -0.714 -0.039 0.204 -0.06
H -4.26089 3.78184 2.31539 -0.011 -0.184 -0.121 0.09
H -3.75012 2.09047 2.38661 -0.149 0.086 -0.094 0.07
H -4.19678 2.82064 0.83172 -0.082 -0.032 0.134 0.07
C -2.51058 4.40175 -0.79237 -0.197 0.077 -0.442 -0.03
H -2.99815 5.38235 -0.67156 0.105 -0.223 -0.026 0.10
H -3.29950 3.66781 -1.00430 0.092 0.219 0.018 0.08
H -1.85422 4.46374 -1.66870 -0.198 0.052 0.131 0.07
C 1.36984 -2.85036 -3.98019 0.979 0.633 -0.637 -0.14
C 1.40233 -1.61169 -4.50425 0.804 -1.277 -0.383 -0.15
C 0.35139 -1.04736 -5.42299 0.087 0.170 -0.256 -0.18
C -1.10774 -1.44007 -5.10849 0.078 -0.073 -0.664 -0.17
C -1.51177 -1.54540 -3.66753 -0.641 -1.042 0.198 -0.12
C -1.49614 -2.73073 -3.02094 -0.792 0.600 -0.688 -0.15
C -0.84997 -4.00377 -3.48851 -0.399 -0.809 0.077 -0.18
C 0.39086 -3.91253 -4.38100 0.050 -0.280 0.025 -0.17
H 0.54588 -1.37979 -6.45777 0.095 0.238 0.262 0.13
H -1.30737 -2.42312 -5.56904 -0.048 0.579 0.111 0.11
H 0.45664 0.04520 -5.42037 -0.071 -0.181 -0.078 0.11
H 0.08716 -3.76195 -5.42376 0.222 -0.111 0.252 0.11
H 2.18110 -3.19057 -3.31124 -0.293 0.332 -0.636 0.10
H 2.33442 -1.02213 -4.42123 -0.722 -0.298 0.281 0.11
H 0.93044 -4.88025 -4.33605 -0.409 0.425 -0.110 0.13
H -0.59464 -4.58745 -2.58202 -0.102 0.191 -0.351 0.11
H -2.14044 -2.90272 -2.15514 0.681 0.283 -0.161 0.06
H -1.61039 -4.61770 -4.01517 0.247 0.215 0.291 0.14
H -1.77700 -0.71696 -5.61720 0.327 -0.376 0.293 0.13
H -2.01971 -0.66625 -3.26261 -0.011 -0.341 0.223 0.10
P 1.65386 -0.77516 -1.16023 -1.299 0.403 -0.061 0.91
P -1.46134 -1.98060 0.42245 0.814 1.377 -0.447 0.82
C 0.90388 -2.51628 -1.12024 0.334 -0.107 -0.615 -0.39
C -0.00506 -3.07321 0.02043 -0.212 -0.174 0.090 -0.31
H 1.75357 -3.19353 -1.24128 -0.268 -0.180 -0.117 0.09
H 0.30831 -2.48670 -2.02977 0.318 -0.334 0.081 0.00
H -0.48301 -4.04064 -0.25718 0.835 0.340 -0.161 0.09
H 0.61256 -3.25441 0.93140 -0.852 0.320 -0.334 0.10
C -1.74905 -1.99143 2.17171 -0.386 -0.280 0.943 -0.23
H -2.75491 -1.56356 2.33732 0.487 -0.294 0.109 0.07
H -0.99709 -1.34857 2.65102 -0.205 -0.314 -0.075 0.02
H -1.69810 -3.02199 2.57585 -0.108 0.533 -0.122 0.08
C -3.12906 -1.98725 -0.29015 -0.755 -0.991 -0.589 -0.26
H -3.59517 -2.98413 -0.16760 -0.109 0.547 -0.155 0.07
H -3.16348 -1.68070 -1.35675 0.054 -0.183 0.883 0.03
H -3.71002 -1.23866 0.28504 0.450 -0.426 -0.124 0.07
C 3.43578 -0.74189 -1.44648 0.518 -0.184 0.621 -0.22
H 3.72604 0.28729 -1.70004 -0.206 -0.305 0.106 0.07
H 3.73846 -1.41663 -2.25622 -0.118 0.098 0.156 0.05
H 3.93662 -1.01057 -0.51128 0.150 -0.051 -0.263 0.05
C 1.05047 0.34905 -2.52565 -0.097 0.100 -0.678 -0.33
H 0.66832 1.33980 -2.16512 0.447 -0.808 0.157 0.04
H 0.22148 -0.14180 -3.05465 0.402 0.363 0.031 0.00
H 1.86973 0.57182 -3.21069 -0.179 -0.055 -0.175 0.05
C 1.34326 0.94979 5.45041 -0.170 0.164 0.051 -0.19
Si 1.91139 -0.14316 4.06288 0.309 -0.185 0.506 0.40
C 3.73927 0.20158 3.84933 -0.068 -0.004 -0.342 -0.18
C 1.75807 -1.88107 4.76049 -0.124 0.061 -0.291 -0.19
C 0.92149 0.03783 2.49483 -0.750 0.197 -2.522 -0.20
C 0.38483 0.16571 1.36506 0.805 0.422 3.064 -0.28
H 1.93782 0.61531 6.31577 -0.226 0.192 -0.137 0.05
H 0.28033 0.78211 5.66604 0.241 0.207 0.105 0.03
H 1.54086 2.01626 5.27917 -0.167 -0.262 0.105 0.03
H 4.24337 0.05041 4.81986 -0.203 0.056 -0.376 0.04
H 4.16415 -0.50267 3.11841 0.098 0.327 0.162 0.03
H 3.90270 1.24040 3.52478 0.114 -0.353 0.011 0.03
H 0.73305 -2.03486 5.13749 0.380 -0.181 -0.144 0.03
H 2.00754 -2.62012 3.98342 -0.143 -0.005 0.399 0.03
H 2.46778 -1.97390 5.60274 -0.327 -0.052 -0.369 0.04


2.
99
Properties=species:S:1:pos:R:3:forces:R:3:lowdin_charge:R:1 method="wB97M-V/def2-TZVPD" charge=+1 lumo_ha=-0.121 homo_energy_ev=-9.320 relative_energy_kcal_mol=0.0
Sn -0.00803 -0.12770 -0.09852 -0.256 0.559 0.511 1.06
C -4.43356 -1.08717 -1.17043 0.031 0.009 0.027 -0.06
C -2.94735 -0.75372 -1.07901 -0.125 -0.028 0.037 -0.26
N -2.43222 -0.26167 0.21769 0.013 -0.259 -0.170 -0.30
C -2.90983 1.07954 0.60773 -0.014 -0.025 0.010 -0.25
C -4.23369 1.15934 1.36786 -0.003 -0.007 -0.025 -0.06
C -2.52905 -1.27326 1.28217 -0.100 0.008 0.033 -0.22
C -1.74102 -0.86787 2.51194 0.217 0.102 -0.050 -0.22
N -0.40946 -0.39474 2.12635 0.130 -0.153 0.009 -0.12
C 0.46344 -0.03536 3.10430 -0.063 -0.019 -0.058 -0.21
C 1.77129 0.37621 2.76597 -0.013 -0.058 -0.188 -0.19
F 2.13042 0.33847 1.45079 0.033 -0.028 0.137 -0.03
C 2.70318 0.84238 3.65908 0.063 0.043 -0.025 -0.23
F 3.88350 1.26179 3.17287 0.050 -0.018 0.013 0.09
C 2.44492 0.91139 5.01228 0.078 -0.002 0.048 0.06
C 1.19330 0.47808 5.39364 -0.034 0.014 0.133 -0.23
F 0.85560 0.50856 6.69032 0.016 0.003 -0.017 0.10
C 0.23891 0.03049 4.50080 -0.087 -0.057 -0.094 -0.16
F -0.95205 -0.32620 5.03298 -0.049 -0.005 -0.038 0.07
H -4.63776 -1.50787 -2.15794 0.006 0.007 0.048 0.07
H -5.06508 -0.20616 -1.05515 0.022 -0.029 -0.030 0.07
H -4.73077 -1.83042 -0.42792 0.011 0.048 -0.036 0.08
H -2.69507 -0.00512 -1.83643 0.035 0.013 0.011 0.11
H -2.36697 -1.65147 -1.31308 -0.050 0.042 0.030 0.07
H -2.98651 1.66485 -0.31327 0.024 -0.028 -0.002 0.11
H -2.12493 1.54144 1.21874 -0.029 0.005 -0.018 0.08
H -5.04830 0.64870 0.85561 0.049 0.044 0.017 0.06
H -4.51103 2.21096 1.47152 0.007 -0.041 0.013 0.08
H -4.15372 0.74141 2.37140 0.005 0.005 -0.034 0.07
H -2.11310 -2.19575 0.87542 -0.059 -0.001 -0.009 0.08
H -3.56587 -1.46779 1.57400 -0.023 0.036 -0.036 0.13
H -1.70040 -1.74721 3.15869 0.047 0.004 0.063 0.13
H -2.28304 -0.09637 3.06499 -0.030 0.030 0.028 0.10
H 3.17728 1.25559 5.72803 -0.046 0.000 -0.045 0.14
S 0.21813 -2.56904 -0.36348 0.056 0.017 -0.293 0.58
C -0.12092 -2.85735 -2.09090 0.043 -0.318 -0.067 -0.76
N -0.17991 -4.10215 -2.43799 -0.295 0.112 0.048 0.04
N -0.58479 -4.52757 -3.62944 0.153 0.155 -0.312 0.02
C -1.40048 -3.91227 -4.62791 0.173 -0.023 0.398 -0.25
C -2.56395 -3.23323 -4.27438 -0.075 -0.001 0.035 -0.05
C -3.37201 -2.69755 -5.26008 0.038 0.023 -0.025 -0.09
C -3.03450 -2.84095 -6.60605 -0.025 0.056 0.067 -0.10
C -1.89357 -3.54452 -6.94967 0.043 -0.073 0.030 -0.08
C -1.07488 -4.08535 -5.96030 0.044 0.015 -0.181 -0.03
N -0.20456 -1.88054 -3.08833 -0.045 -0.451 -0.126 0.05
N 0.04420 -0.72543 -2.73018 0.033 0.526 -0.251 -0.05
C 0.06341 0.25345 -3.78345 -0.006 -0.114 0.282 -0.24
C -0.57212 0.08693 -5.00956 -0.084 -0.038 0.001 -0.01
C -0.50835 1.10300 -5.95148 0.026 0.009 0.025 -0.06
C 0.18981 2.27661 -5.67782 -0.020 -0.059 0.032 -0.08
C 0.82824 2.43170 -4.45444 0.093 -0.082 -0.019 -0.09
C 0.75898 1.42314 -3.50352 0.130 0.066 0.014 -0.04
H -0.31498 -5.48029 -3.79313 -0.110 -0.138 0.044 0.14
H -2.83685 -3.14710 -3.22788 0.038 0.024 -0.052 0.10
H -4.28015 -2.17559 -4.98220 0.019 -0.014 -0.017 0.10
H -3.66476 -2.41242 -7.37541 0.008 -0.040 0.036 0.10
H -1.63024 -3.67826 -7.99172 -0.002 0.002 0.041 0.11
H -0.18040 -4.63749 -6.22820 -0.030 0.079 0.020 0.12
H -1.11172 -0.82869 -5.20973 -0.018 -0.059 -0.030 0.09
H -0.99664 0.97285 -6.91010 0.006 0.014 0.050 0.11
H 0.23841 3.06564 -6.41937 0.009 -0.052 0.012 0.11
H 1.39038 3.33646 -4.24634 -0.043 -0.058 0.004 0.11
H 1.26854 1.50848 -2.54906 -0.057 0.032 -0.046 0.08
O 3.55936 1.98608 -0.45743 0.148 -0.111 -0.053 0.21
C 2.92712 2.92232 -0.14169 -0.137 0.496 0.198 -0.39
O 1.50456 2.85427 -0.07213 0.236 0.040 -0.156 -0.18
C 3.33820 4.31521 0.21764 0.123 -0.350 -0.126 -0.12
C 4.64576 4.72717 0.38445 0.192 0.009 0.005 0.03
C 4.87511 6.06113 0.69602 0.047 -0.051 -0.005 -0.02
C 3.81805 6.95666 0.83261 -0.069 0.027 0.004 -0.04
C 2.50341 6.53883 0.66264 0.035 0.051 0.043 -0.04
C 2.28382 5.20697 0.35292 -0.174 0.074 0.024 -0.21
P 0.79266 4.28046 0.06378 0.155 -0.205 0.004 1.04
C -0.00651 4.68118 -1.44730 -0.039 0.108 -0.214 -0.28
C 0.43987 5.72753 -2.25530 -0.051 -0.078 -0.061 -0.05
C -0.18330 5.95118 -3.47463 0.006 0.011 0.012 -0.05
C -1.22179 5.12550 -3.88207 -0.052 0.005 0.025 -0.05
C -1.65441 4.07336 -3.08057 -0.067 0.071 0.023 -0.05
C -1.05442 3.84896 -1.85649 -0.040 0.100 -0.028 -0.07
C -0.35299 4.15334 1.38350 -0.104 0.016 0.251 -0.28
C -1.50426 4.94615 1.38834 -0.006 -0.101 0.034 -0.06
C -2.37513 4.85581 2.46174 -0.012 -0.008 0.023 -0.06
C -2.09880 3.98128 3.50816 -0.005 -0.014 -0.001 -0.04
C -0.95288 3.19288 3.49845 -0.015 0.026 0.017 -0.03
C -0.06639 3.28139 2.43815 -0.090 0.058 -0.014 -0.04
H 5.45747 4.01703 0.27823 -0.048 0.050 0.001 0.14
H 5.89011 6.40979 0.83730 -0.036 -0.011 -0.001 0.12
H 4.02209 7.99067 1.07954 -0.009 -0.034 -0.007 0.12
H 1.68174 7.23428 0.78039 0.022 -0.005 -0.003 0.12
H 1.26600 6.35341 -1.94240 -0.009 0.004 0.008 0.11
H 0.14515 6.76574 -4.10730 -0.004 -0.032 0.019 0.12
H -1.69738 5.29722 -4.83978 0.013 -0.007 0.030 0.12
H -2.45576 3.42827 -3.41693 0.035 -0.005 -0.008 0.12
H -1.37431 3.02563 -1.22664 0.016 0.009 -0.019 0.09
H -1.72247 5.61037 0.55974 0.008 -0.023 0.031 0.11
H -3.27094 5.46363 2.48254 0.034 -0.030 -0.001 0.12
H -2.78662 3.91168 4.34227 0.020 0.001 -0.033 0.12
H -0.74539 2.50609 4.31069 -0.030 0.056 -0.043 0.11
H 0.82308 2.66192 2.42487 -0.047 0.028 0.003 0.10